Entry 1:
# C5H5NO

C5H5NO as an isolated structure (ωB97M-V/def2-TZVPD, the Open Molecules 2025 dataset).

The calculation puts the maximum force at 4.90 eV Å⁻¹. The HOMO-LUMO gap comes out at 9.39 eV. Its HOMO energy is -0.3356 Eh. The calculation puts the LUMO energy at 0.262 eV.

The geometry in XYZ format:
```
12
Properties=species:S:1:pos:R:3:lowdin_charge:R:1
O 2.4202 -0.6007 1.2698 0.1174
C 1.3861 -0.0410 1.3866 -0.0656
C -0.1376 -0.7440 0.4084 -0.1609
C -1.3979 -0.0216 -0.0099 -0.1034
C -0.2260 -0.1051 -0.9653 -0.2819
C 0.5581 1.1027 -1.1829 -0.2092
N 1.1807 2.0707 -1.2992 0.1506
H 0.5515 0.5498 1.6609 0.1005
H -0.1571 -1.8303 0.4501 0.1055
H -1.6270 0.9570 0.4132 0.1049
H -2.2873 -0.5998 -0.2820 0.1078
H -0.3167 -0.7402 -1.8413 0.1344
```

Entry 2:
# C5H5NO

One molecule with the formula C5H5NO (ωB97M-V/def2-TZVPD, the Open Molecules 2025 dataset).

The calculation puts the maximum force at 0.98 eV Å⁻¹. The HOMO-LUMO gap (alpha / beta) comes out at 6.72 / 6.93 eV. Its HOMO energy (alpha / beta) is -0.2975 / -0.2999 Eh. The calculation puts the LUMO energy (alpha / beta) at -1.377 / -1.228 eV.

The geometry in XYZ format:
```
12
Properties=species:S:1:pos:R:3:lowdin_charge:R:1
O -1.5936 -1.5868 1.6237 0.0892
C -0.6487 -1.2950 0.9406 -0.2437
C -0.5736 0.0300 0.2294 -0.0873
C 0.6961 0.8583 0.3876 -0.1722
C 0.9679 0.7404 -1.0870 -0.0761
C -0.0153 -0.1415 -1.4503 -0.3640
N -0.8467 -0.9900 -1.7417 0.2373
H 0.2396 -1.9455 0.8391 0.1429
H -1.5202 0.5620 0.1985 0.1530
H 1.4447 0.4365 1.0703 0.1098
H 0.4330 1.8618 0.7367 0.1197
H 1.4169 1.4698 -1.7469 0.0914
```

Entry 3:
# C5H5NO

C5H5NO as an isolated structure (ωB97M-V/def2-TZVPD, the Open Molecules 2025 dataset).

The calculation puts the maximum force at 3.74 eV Å⁻¹. The HOMO-LUMO gap (alpha / beta) comes out at 6.92 / 8.02 eV. The spin multiplicity is 3. Its HOMO energy (alpha / beta) is -0.2253 / -0.3827 Eh. The calculation puts the LUMO energy (alpha / beta) at 0.787 / -2.398 eV.

The geometry in XYZ format:
```
12
Properties=species:S:1:pos:R:3:lowdin_spin:R:1
C 3.0269 1.1503 -0.7175 0.3405
C 2.5068 0.2438 -0.1730 0.1356
C -0.8902 -0.2845 0.1795 0.1105
C 1.6391 -0.5171 0.4700 0.3330
C -2.4154 -0.1094 -0.0152 0.0565
N 0.0295 0.5237 -0.0423 0.5986
O 1.3530 -1.4588 1.1153 0.3425
H 3.4879 1.9236 -1.1586 0.0348
H -0.6299 -1.3101 0.5398 0.0453
H -2.8308 -1.1588 -0.1123 0.0017
H -2.4754 0.5231 -0.9167 0.0004
H -2.8015 0.4744 0.8310 0.0006
```

Entry 4:
# C5H5NO2

One molecule with the formula C5H5NO2 (ωB97M-V/def2-TZVPD, the Open Molecules 2025 dataset).

As for the SMILES: O=COc1ccc[nH]1. The calculation puts the maximum force at 7.16 eV Å⁻¹. The HOMO-LUMO gap comes out at 8.33 eV. Its HOMO energy is -0.3048 Eh. The calculation puts the LUMO energy at 0.033 eV.

The geometry in XYZ format:
```
13
Properties=species:S:1:pos:R:3:lowdin_charge:R:1
C -2.4919 -0.2108 -0.0450 -0.1680
C -0.1619 -0.3933 0.0599 -0.2372
C 0.9727 -1.1389 -0.2528 -0.0425
C 1.9523 -0.2887 -0.0937 -0.1745
C 1.6011 1.0290 0.0551 -0.0870
H -3.4867 -0.8252 0.3838 0.2053
H 0.8853 -2.1574 -0.4438 0.1050
H 2.8669 -0.5677 -0.2841 0.0548
H 2.1176 1.9765 0.5025 0.1341
H -0.6992 1.5293 -0.3505 0.2325
N 0.1646 1.0015 0.4198 0.0292
O -2.2671 1.0485 -0.3609 -0.0612
O -1.4536 -1.0028 0.4097 0.0096
```

Entry 5:
# C5H5NO2

C5H5NO2 as an isolated structure (ωB97M-V/def2-TZVPD, the Open Molecules 2025 dataset).

The calculation puts the maximum force at 8.30 eV Å⁻¹. The HOMO-LUMO gap comes out at 9.93 eV. Its HOMO energy is -0.3400 Eh. The calculation puts the LUMO energy at 0.674 eV.

The geometry in XYZ format:
```
13
Properties=species:S:1:pos:R:3:lowdin_charge:R:1
C 1.4700 0.0839 -0.0508 -0.3325
C 0.6293 1.1310 0.0859 0.0359
C -0.4753 0.6751 -0.2857 -0.3279
C -1.9330 0.8787 0.0122 0.0195
C -1.8679 -0.7537 0.4583 0.0525
H 0.9143 2.0298 0.4913 0.1270
H -2.0263 1.7251 0.5498 0.0703
H -2.3702 0.8416 -0.9312 0.0900
H -2.7937 -1.3407 0.1575 0.1128
H -1.6626 -1.1337 1.4380 0.0947
N -0.6220 -0.6125 -0.5188 -0.0842
O 2.6433 -0.0463 0.1947 0.1255
O 0.5259 -1.1943 -0.1189 0.0165
```

Entry 6:
# C5H5NO2

One molecule with the formula C5H5NO2 (ωB97M-V/def2-TZVPD, the Open Molecules 2025 dataset).

As for the SMILES: Cc1onc2c1OC2. The calculation puts the maximum force at 5.49 eV Å⁻¹. The HOMO-LUMO gap comes out at 9.63 eV. Its HOMO energy is -0.3321 Eh. The calculation puts the LUMO energy at 0.590 eV.

The geometry in XYZ format:
```
13
Properties=species:S:1:pos:R:3:lowdin_charge:R:1
C -2.2059 -0.7309 -0.0019 -0.0279
C -0.9389 0.0958 0.0923 -0.2431
C 1.0564 0.8893 0.2902 -0.1208
C 2.3534 0.0971 -0.0036 0.0137
C 0.3454 -0.3249 0.0978 -0.2289
H -1.8498 -1.7096 -0.5295 0.1139
H -2.9352 -0.1904 -0.6858 0.0895
H -2.6082 -0.8674 1.1174 0.1237
H 2.8953 0.2674 -0.9850 0.1439
H 3.0826 0.0791 0.7267 0.0804
N 0.3106 2.0353 -0.0948 0.1087
O -0.9482 1.5107 0.0128 -0.0592
O 1.4426 -1.1515 -0.0367 0.0060
```

Entry 7:
# C5H5NO2

One molecule with the formula C5H5NO2 (ωB97M-V/def2-TZVPD, the Open Molecules 2025 dataset).

As for the SMILES: C#C/C=[N+](\[O-])C(C)=O. The calculation puts the maximum force at 4.44 eV Å⁻¹. The HOMO-LUMO gap (alpha / beta) comes out at 8.10 / 8.10 eV. Its HOMO energy (alpha / beta) is -0.3193 / -0.3192 Eh. The calculation puts the LUMO energy (alpha / beta) at -0.585 / -0.584 eV.

The geometry in XYZ format:
```
13
Properties=species:S:1:pos:R:3:lowdin_charge:R:1
C 3.4334 -0.3629 0.1195 0.1603
C 2.4533 0.3299 0.0378 -0.1140
C 1.1867 0.8715 -0.1013 -0.0770
C -1.4259 0.4718 -0.2702 -0.3889
C -2.2863 -0.6453 0.0678 0.0142
N 0.1013 0.1060 -0.3005 -0.1394
O -1.6631 1.5819 -0.5451 0.1617
O 0.2489 -1.1558 -0.2188 -0.0963
H 4.3364 -0.6697 0.5296 0.0221
H 0.9260 1.9530 0.0862 0.1427
H -3.1668 -0.7273 -0.5885 0.1126
H -1.5700 -1.4658 0.0841 0.0705
H -2.5738 -0.2874 1.0995 0.1314
```

Entry 8:
# C5H5NO2

C5H5NO2 as an isolated structure (ωB97M-V/def2-TZVPD, the Open Molecules 2025 dataset).

The calculation puts the maximum force at 5.53 eV Å⁻¹. The HOMO-LUMO gap comes out at 9.23 eV. Its HOMO energy is -0.3166 Eh. The calculation puts the LUMO energy at 0.610 eV.

The geometry in XYZ format:
```
13
Properties=species:S:1:pos:R:3:lowdin_charge:R:1
C -0.9801 0.9410 -0.7992 0.0442
C -0.4224 0.2062 1.3707 -0.1753
C 0.6961 -0.1217 0.6648 -0.1206
C 1.3897 -1.4332 0.3731 -0.1086
C 0.4082 0.2991 -0.7937 -0.3646
H -1.8459 0.4292 -1.2928 0.1294
H -1.0432 2.2942 -0.7540 0.2162
H -0.7658 0.4000 2.5378 0.1946
H 1.6340 -2.0526 1.2957 0.1434
H 1.0390 1.0361 -1.0794 0.1085
N 1.1179 -1.8458 -0.8086 0.0994
O -1.4072 0.7252 0.7403 -0.0943
O 0.1797 -0.8778 -1.4546 -0.0723
```

Table of relative energy (zero: lowest compared OMol25 entry of this formula, charge and spin) (kJ/mol), in record order: 408.9 506.4 238.3 458.3 516.9 571.4 523.1 632.3
Table of E (Ha), in record order: -323.36395 -323.32680 -323.26285 -398.60391 -398.58158 -398.56085 -398.57922 -398.53763